# 1
The following is a DFT calculation (ωB97M-V/def2-TZVPD) of a molecular structure, C14H21BBrCl16N3O3.

Structure (XYZ):
```
59
Properties=species:S:1:pos:R:3:forces:R:3
C -2.401461 3.534687 1.763345 -0.038 -0.788 0.357
C -1.583332 2.293822 2.149400 0.523 1.006 0.163
C -0.443063 1.952617 1.201237 -1.134 -0.456 -0.313
C -0.812189 1.213623 -0.086978 0.267 0.292 -0.765
Br -2.794638 0.892017 -0.281299 -0.203 0.138 0.423
C -0.182890 -0.145249 -0.371163 -1.615 -1.721 0.577
C -0.558555 -1.322209 0.536853 1.079 0.339 -0.050
N 0.191496 -1.308309 1.789115 -0.459 -0.256 0.135
C -0.712714 -0.406264 -1.790587 1.607 3.708 1.171
O -1.053640 -1.407636 -2.265189 -1.005 -3.839 -1.362
N -0.709257 0.828780 -2.412616 -0.601 0.573 0.099
C -0.447940 1.880230 -1.412203 1.079 0.878 -0.642
N -1.133537 3.153543 -1.735500 -0.074 -0.576 0.509
B 1.123202 2.210874 -1.639063 0.101 -0.096 0.601
O 1.607470 2.230693 -2.927518 -0.141 0.398 -0.223
O 1.998498 2.470477 -0.618648 -0.252 -0.689 0.292
C 3.158011 1.608636 -0.627802 0.111 0.190 1.004
C 3.330667 0.970979 0.746491 -4.125 0.987 -2.069
H -2.459375 4.191412 2.610346 -0.104 0.461 0.384
H -1.961970 4.096856 0.955602 0.103 0.180 -0.350
H -3.402576 3.229311 1.518005 -0.451 0.166 -0.392
H -2.214817 1.453867 2.353193 -0.397 -0.556 -0.097
H -1.119363 2.524857 3.096556 0.330 0.007 0.420
H 0.055788 2.867726 0.925284 0.468 0.221 0.058
H 0.205753 1.293608 1.738898 0.808 -0.051 0.228
H 0.897921 -0.183463 -0.355311 0.515 0.729 -0.210
H -1.614511 -1.385043 0.723700 -0.424 -0.018 0.101
H -0.249765 -2.205233 0.004787 -0.158 -0.509 -0.320
H -0.204106 -0.622046 2.412395 0.155 0.108 0.274
H 1.153321 -1.065167 1.598321 0.156 0.107 0.191
H -1.523782 1.050916 -2.961919 0.034 -0.114 -0.538
H -0.444940 3.851896 -1.976259 -0.032 0.241 -0.262
H -1.538313 3.496691 -0.870349 -0.376 0.012 -0.151
H 1.447621 3.091371 -3.329744 0.169 -0.194 -0.386
H 3.053280 0.831251 -1.366190 0.042 -0.127 -0.566
H 4.033996 2.207906 -0.815867 0.322 0.225 -0.556
H 2.345103 0.872261 1.174364 -0.668 -0.281 0.052
H 3.753245 -0.019222 0.691476 -0.056 -0.084 -0.325
H 3.883729 1.604034 1.414642 -2.551 0.834 -1.561
C -3.539426 -1.923339 -5.357240 0.067 -0.011 0.017
Cl -3.458273 -1.270946 -6.999182 -0.015 0.009 -0.020
Cl -2.292774 -3.153760 -5.154024 -0.003 0.009 -0.021
Cl -3.279219 -0.626302 -4.192131 -0.256 0.032 -0.098
Cl -5.134130 -2.639527 -5.089436 0.001 0.035 -0.039
C -3.746712 -6.783955 -4.133342 -0.011 0.051 0.001
Cl -4.423607 -6.489525 -5.738219 0.000 -0.003 -0.009
Cl -4.399123 -8.293908 -3.486956 0.005 -0.009 -0.004
Cl -1.987769 -6.905942 -4.251293 0.014 -0.002 -0.006
Cl -4.171184 -5.449279 -3.062931 -0.012 -0.069 0.078
C 4.763392 1.391284 3.548371 0.285 -0.084 0.021
Cl 3.412257 0.396165 4.092746 -0.079 -0.082 0.049
Cl 5.283806 0.840613 1.952268 7.065 -1.455 3.962
Cl 4.244555 3.077152 3.443413 -0.016 0.121 0.014
Cl 6.100665 1.252113 4.692314 -0.060 0.033 0.058
C 1.982963 -3.062894 5.641245 0.118 0.072 -0.183
Cl 1.347284 -2.707827 4.036712 -0.322 -0.062 0.063
Cl 1.286554 -4.558720 6.276556 0.066 0.130 -0.064
Cl 3.735603 -3.210642 5.497793 0.193 -0.139 0.192
Cl 1.602775 -1.715857 6.723529 -0.043 -0.019 0.090
```
Forces are in eV/Å.

Calculated values
M in g mol⁻¹: 937.3
Energy in eV: -296546.851
Maximum force in eV Å⁻¹: 8.23

=====

# 2
The following is a DFT calculation (ωB97M-V/def2-TZVPD) of a molecular structure, C14H21BIN7Sc.

Structure (XYZ):
```
45
Properties=species:S:1:pos:R:3:forces:R:3
Sc -0.143879 0.148781 -0.404196 -0.113 0.127 -0.142
C -1.449525 -4.194772 -0.150380 -0.023 -0.002 -0.028
C -1.601495 -2.873340 -0.587306 -0.016 0.095 0.021
N -0.748866 -2.074493 0.038006 0.151 -0.082 -0.041
N -0.024675 -2.850028 0.870274 -0.080 0.000 -0.003
C -0.428510 -4.126927 0.775149 0.036 -0.001 0.033
B 1.119474 -2.277729 1.734766 0.050 -0.128 0.054
N 2.237784 -1.723173 0.826567 0.048 0.093 0.020
C 3.490896 -2.182469 0.687984 -0.023 -0.028 0.028
C 4.124084 -1.438305 -0.286561 -0.001 0.001 -0.043
C 3.146474 -0.529850 -0.708319 -0.031 0.103 0.035
N 2.023408 -0.697604 -0.023449 -0.053 -0.181 -0.037
N 0.579129 -1.156289 2.626140 -0.032 0.134 0.001
C 0.541096 -1.085775 3.966347 0.028 -0.024 0.006
C -0.053802 0.107501 4.318860 -0.057 0.016 -0.013
C -0.360564 0.710379 3.090923 0.057 0.003 -0.061
N 0.031496 -0.051946 2.079765 -0.038 -0.066 0.088
H -1.997065 -5.065686 -0.465272 0.001 -0.003 -0.003
H -2.267143 -2.450606 -1.322600 -0.015 -0.036 -0.010
H 0.042695 -4.888693 1.373679 -0.009 -0.012 -0.010
H 1.572894 -3.161887 2.417013 0.003 -0.002 0.003
H 3.833953 -3.006832 1.290711 0.013 -0.002 -0.011
H 5.131908 -1.544730 -0.647654 0.001 -0.003 -0.002
H 3.181398 0.224169 -1.477135 0.023 -0.001 -0.018
H 0.938918 -1.888164 4.565222 0.001 0.003 0.007
H -0.246132 0.482150 5.308966 -0.004 -0.005 0.006
H -0.850524 1.646780 2.883668 0.001 0.018 0.048
C -0.962026 -0.945016 -4.203435 0.013 -0.026 -0.040
C -0.022343 0.142084 -3.649696 -0.123 0.022 0.082
C 1.408401 -0.175088 -4.115393 0.046 0.010 -0.040
C -0.439384 1.497021 -4.250353 -0.003 0.016 -0.012
N -0.101962 0.179373 -2.227370 0.160 -0.028 0.001
H -0.945357 -0.998641 -5.299649 0.006 0.011 0.005
H -1.983861 -0.739024 -3.877314 -0.002 0.011 0.009
H -0.666669 -1.917496 -3.801497 -0.002 0.003 0.010
H 1.482188 -0.250270 -5.207637 -0.004 -0.006 0.000
H 1.739582 -1.117602 -3.673451 -0.015 -0.007 0.007
H 2.087844 0.614138 -3.781620 -0.013 0.001 0.022
H -0.402344 1.502610 -5.347352 0.004 -0.018 0.002
H 0.223005 2.279325 -3.872454 -0.001 -0.004 0.007
H -1.455161 1.736869 -3.929646 -0.005 -0.006 0.004
I -3.071147 1.207608 0.280247 -0.073 -0.005 0.027
C -1.117680 2.217098 0.137681 0.175 -0.012 0.000
H -1.079983 2.791102 1.067343 -0.042 0.027 -0.008
H -1.282925 2.919015 -0.680439 -0.039 -0.009 -0.002
```
Forces are in eV/Å.

Calculated values
Total charge: -1
M in g mol⁻¹: 470.0
Energy in eV: -54771.701
Maximum force in eV Å⁻¹: 0.22

=====

# 3
The following is a DFT calculation (ωB97M-V/def2-TZVPD) of a molecular structure, C14H21Cl5CoIOP2.

Structure (XYZ):
```
45
Properties=species:S:1:pos:R:3:forces:R:3
C 2.273354 0.574816 -1.751819 0.144 0.084 0.379
I -2.037982 -0.918815 0.038795 0.678 0.733 -0.609
H 2.118688 0.781018 -2.815745 -0.462 -0.115 0.134
H 3.024822 -0.217138 -1.666479 -0.368 -0.007 0.168
H 2.672739 1.479612 -1.284601 -0.233 -0.198 0.048
Co 0.514830 0.037718 -0.851423 -0.419 0.185 -0.634
P 0.706493 -2.109505 -1.743928 0.534 -2.484 -0.436
C 1.400113 -3.370934 -0.583273 -0.184 0.441 0.057
C -0.866827 -2.964121 -2.250619 0.010 0.563 0.102
H -0.667195 -3.822419 -2.902770 0.191 0.232 0.198
H 1.668965 -3.401837 -3.609948 -0.047 0.270 0.278
H -1.474815 -2.239739 -2.798169 -0.119 -0.202 -0.059
H 1.382585 -1.678256 -4.005090 0.216 -0.145 -0.122
H 0.761499 -3.396238 0.302840 0.194 -0.282 -0.840
H -1.421174 -3.295199 -1.362753 0.268 -0.010 -0.373
C 1.743911 -2.371361 -3.240502 -0.204 0.723 0.262
H 1.456646 -4.385773 -1.004699 0.029 0.515 -0.224
H 2.780918 -2.130687 -2.991255 -0.102 -0.082 -0.189
H 2.381742 -3.027634 -0.245801 0.044 -0.208 -0.079
P -0.073351 2.210847 -0.319323 0.281 1.630 -0.048
C 0.420271 2.682147 1.405864 1.594 1.869 -1.547
C 0.691392 3.528062 -1.329253 0.167 -0.454 -0.058
H -2.257148 2.143077 -1.461689 0.255 0.325 -0.215
H -2.001245 3.689763 -0.523535 0.114 -0.287 -0.227
H -2.420769 2.188733 0.250817 -0.468 -0.356 0.148
C -1.862741 2.601592 -0.553277 0.561 -0.289 -0.457
H 0.525624 3.306061 -2.389088 0.079 0.130 0.146
H 0.223881 4.488179 -1.084747 0.133 -0.191 0.016
H 0.069086 3.743628 1.608536 0.929 -1.353 -0.245
H 1.525570 2.538175 1.533630 -0.744 0.570 -0.422
H 1.766183 3.567436 -1.124977 -0.198 0.118 -0.122
H -0.007459 2.030579 2.091929 -0.636 -0.847 1.190
C 1.241043 -0.087823 0.863837 1.076 -1.042 -0.456
O 2.262206 -0.248602 1.402136 -1.701 0.925 -0.538
Cl -2.247330 3.161999 2.335793 -0.145 -0.893 0.127
C -1.983847 1.443120 2.248386 0.481 3.305 -0.200
C -0.295368 -0.129611 1.122999 -0.558 -3.498 3.402
C -0.363758 -1.128833 2.362019 0.445 0.406 0.382
Cl 0.570798 -2.572667 2.234135 0.231 0.910 -0.008
C -1.126236 -1.124109 3.593224 1.614 -1.806 -0.998
Cl -0.718643 -2.462181 4.758853 -0.698 2.069 -1.223
C -2.246062 -0.370754 3.802079 -1.121 -2.218 3.447
Cl -3.182144 -0.853539 5.241037 0.494 0.520 -1.166
C -2.687002 0.701661 3.082308 -3.032 1.286 1.653
Cl -4.242262 1.409552 3.615546 0.674 -0.842 -0.641
```
Forces are in eV/Å.

Calculated values
Relative energy (zero: lowest compared OMol25 entry of this formula, charge and spin) in kcal per mole: 0.0
Total charge: +2
⟨S²⟩: 6.1812
M in g mol⁻¹: 630.4
Energy in eV: -143796.620
Maximum force in eV Å⁻¹: 4.91
Multiplicity: 5